(1)
63
Properties=species:S:1:pos:R:3:forces:R:3 method="wB97M-V/def2-TZVPD" molar_mass_g_mol=635.71 orbital_gap_ha="0.341 / 0.228" homo_energy_ev="-14.320 / -14.630" total_charge=+2 s2=2.006 fmax_ev_per_a=0.51 multiplicity=3 e_lumo_ev="-5.04 / -8.44"
Pd 0.1027 -0.1567 1.4869 0.1560 -0.1861 0.4523
C -0.2171 2.7125 1.4589 -0.0425 -0.1140 0.0724
C 1.1476 2.6887 2.1345 -0.0062 -0.0458 -0.0464
O 1.6808 1.3378 2.1678 0.0141 0.1746 0.0525
C 2.2359 0.9386 3.4510 -0.0312 -0.0016 -0.0592
C 1.8545 -0.4938 3.7506 0.0006 -0.0633 -0.0462
O 0.4225 -0.5324 3.7948 0.0367 -0.0138 -0.0577
C -0.1869 -1.8263 3.8175 0.0190 -0.0654 -0.0257
C -1.6717 -1.6133 3.6019 0.0282 0.0594 -0.0701
O -1.8817 -0.8900 2.3598 -0.1288 0.0132 0.0371
C -2.8127 0.2182 2.4413 0.0120 -0.0239 -0.0548
C -2.3144 1.3767 1.5953 0.1004 -0.0132 0.0283
O -0.9613 1.6149 2.0365 -0.0778 0.1523 -0.1321
H -0.1582 2.5756 0.3775 0.0386 0.0302 0.0080
H -0.7285 3.6531 1.6744 0.0446 0.0007 0.0292
H 1.0615 3.0495 3.1583 -0.0460 0.0068 0.0051
H 1.8398 3.3355 1.5930 -0.0198 -0.0261 -0.0075
H 1.8217 1.5842 4.2253 0.0157 -0.0101 0.0288
H 3.3193 1.0602 3.4266 -0.0156 -0.0547 -0.0193
H 2.2886 -0.8072 4.7036 -0.0260 0.0508 0.0102
H 2.2208 -1.1820 2.9731 0.0106 0.0513 0.0311
H -0.0147 -2.3319 4.7715 -0.0307 0.0444 0.0071
H 0.2479 -2.4554 3.0246 -0.0509 0.0200 0.0315
H -2.0825 -1.0244 4.4213 0.0273 -0.0093 0.0341
H -2.1977 -2.5671 3.5538 0.0442 -0.0041 -0.0145
H -2.8843 0.5366 3.4811 0.0066 0.0390 -0.0031
H -3.7984 -0.1047 2.1011 0.0361 0.0050 -0.0234
H -2.9247 2.2653 1.7704 -0.0110 -0.0374 0.0343
H -2.3110 1.1521 0.5226 -0.0392 -0.0241 0.0471
C 0.4375 4.1597 -2.6496 0.0364 0.0056 -0.0010
C 1.5902 3.5442 -2.1759 -0.0156 0.0286 -0.0268
C 1.5512 2.2203 -1.7663 0.0499 -0.0266 0.0266
C 0.3539 1.5086 -1.8341 0.0294 0.1231 -0.1660
C -0.7991 2.1246 -2.3163 -0.0447 0.0008 0.0378
C -0.7530 3.4514 -2.7232 -0.0126 0.0170 -0.0207
Sb 0.2359 -0.4329 -1.0695 -0.1202 0.0274 -0.1023
C -1.5152 -1.2466 -1.8516 -0.0787 0.0203 -0.1730
C -2.4526 -1.8532 -1.0212 -0.0090 -0.0497 0.0425
C -3.6126 -2.3842 -1.5692 0.0118 -0.0112 0.0066
C -3.8321 -2.3079 -2.9368 -0.0095 -0.0068 0.0077
C -2.8961 -1.7033 -3.7657 0.0016 -0.0023 -0.0063
C -1.7349 -1.1696 -3.2278 -0.0231 0.0026 0.0039
C 1.8403 -1.5646 -1.7716 0.1211 -0.1035 -0.0141
C 3.1504 -1.2193 -1.4425 -0.0074 0.0088 0.0219
C 4.1998 -1.9574 -1.9655 0.0164 0.0112 0.0101
C 3.9407 -3.0369 -2.7998 0.0257 -0.0101 -0.0078
C 2.6355 -3.3906 -3.1076 -0.0281 0.0007 0.0057
C 1.5752 -2.6598 -2.5896 0.0270 -0.0020 -0.0085
H 0.4735 5.1898 -2.9773 -0.0041 0.0095 0.0076
H 2.5209 4.0947 -2.1408 0.0107 -0.0103 0.0060
H 2.4618 1.7511 -1.4110 -0.0096 -0.0155 0.0005
H -1.7309 1.5760 -2.3924 -0.0092 -0.0096 0.0107
H -1.6429 3.9295 -3.1104 -0.0112 -0.0173 0.0020
H -2.2827 -1.9316 0.0470 0.0075 0.0287 0.0013
H -4.3411 -2.8658 -0.9309 -0.0006 0.0021 0.0067
H -4.7350 -2.7263 -3.3602 -0.0074 0.0023 -0.0074
H -3.0703 -1.6495 -4.8317 0.0083 0.0035 -0.0052
H -1.0120 -0.6986 -3.8844 0.0117 0.0042 0.0073
H 3.3638 -0.3850 -0.7835 -0.0081 0.0081 -0.0078
H 5.2200 -1.6923 -1.7234 -0.0004 0.0062 0.0033
H 4.7631 -3.6083 -3.2085 0.0007 -0.0040 0.0021
H 2.4405 -4.2364 -3.7526 -0.0109 -0.0044 -0.0014
H 0.5586 -2.9441 -2.8312 -0.0131 0.0079 -0.0109


(2)
63
Properties=species:S:1:pos:R:3:forces:R:3 method="wB97M-V/def2-TZVPD" molar_mass_g_mol=944.66 e_above_lowest_ev=0.000 orbital_gap_ha=0.293 homo_energy_ev=-13.940 total_charge=+2 fmax_ev_per_a=0.26 e_lumo_ev=-5.97
Pt 0.9507 0.0885 0.6532 -0.0446 0.0911 0.2447
C 4.6939 0.4528 0.4220 -0.0316 0.0742 -0.0027
As 3.2050 -0.7678 0.5271 0.0076 -0.0921 -0.1059
C 3.4652 -1.9502 -0.9796 0.0293 0.0113 0.0082
C 3.5343 -1.8406 2.0887 -0.0023 -0.0110 -0.0111
C 4.8098 -2.2919 2.4096 0.0130 -0.0089 0.0119
C 4.9947 -3.0863 3.5315 -0.0005 0.0101 -0.0142
C 3.9108 -3.4363 4.3260 -0.0167 0.0039 -0.0057
C 2.6371 -2.9921 4.0030 0.0055 -0.0130 0.0134
C 2.4503 -2.1872 2.8844 -0.0097 -0.0216 0.0109
As 0.6940 -1.5691 2.3855 -0.0286 0.0502 0.0255
C -0.0733 -0.9186 4.0332 0.0029 0.0082 -0.0176
C -0.2481 -3.2110 1.9993 0.0147 0.0010 -0.0276
H 5.6184 -0.1203 0.3786 -0.0064 -0.0099 0.0188
H 4.7019 1.1037 1.2937 -0.0034 -0.0125 0.0092
H 4.6134 1.0552 -0.4807 0.0058 -0.0031 -0.0041
H 4.4381 -2.4323 -0.8952 0.0034 0.0045 -0.0079
H 3.4245 -1.3737 -1.9030 0.0071 -0.0017 -0.0043
H 2.6825 -2.7055 -0.9903 0.0024 -0.0010 0.0109
H 5.6644 -2.0295 1.7983 0.0013 -0.0039 -0.0036
H 5.9870 -3.4324 3.7867 -0.0016 -0.0029 0.0009
H 4.0580 -4.0558 5.2002 0.0033 0.0011 -0.0002
H 1.8016 -3.2754 4.6321 -0.0008 0.0033 0.0016
H 0.5553 -0.1174 4.4166 -0.0132 0.0057 0.0078
H -0.1215 -1.7278 4.7600 0.0100 0.0004 0.0003
H -1.0784 -0.5414 3.8546 -0.0124 -0.0113 -0.0114
H -0.0906 -3.8893 2.8371 -0.0083 -0.0079 -0.0059
H 0.1581 -3.6559 1.0934 0.0037 0.0039 0.0020
H -1.3128 -3.0371 1.8734 -0.0166 0.0057 0.0039
C -2.2185 0.7627 -1.0772 -0.0843 0.0820 0.0298
Te -1.4528 1.1124 0.8943 0.0630 -0.1207 -0.1369
C -2.9008 -0.3648 1.4415 0.0006 0.0081 0.0298
C -3.9885 -0.1745 0.4116 -0.0059 -0.0038 -0.0108
C -5.3000 -0.5519 0.6702 -0.0055 -0.0008 0.0031
C -6.2704 -0.3919 -0.3069 0.0017 0.0003 0.0034
C -5.9355 0.1509 -1.5397 0.0046 0.0002 -0.0018
C -4.6292 0.5366 -1.7994 -0.0070 0.0047 -0.0072
C -3.6525 0.3729 -0.8256 0.0072 -0.0216 0.0233
H -1.6321 -0.0398 -1.5233 -0.0364 -0.0168 0.0182
H -2.1212 1.6631 -1.6815 0.0051 -0.0036 0.0233
H -3.2446 -0.1756 2.4563 -0.0024 0.0050 -0.0026
H -2.4473 -1.3517 1.3868 0.0161 -0.0132 -0.0021
H -5.5662 -0.9646 1.6354 -0.0011 0.0001 -0.0002
H -7.2921 -0.6799 -0.1011 -0.0003 0.0005 -0.0005
H -6.6959 0.2864 -2.2964 -0.0017 -0.0011 0.0009
H -4.3724 0.9720 -2.7573 0.0061 0.0026 0.0014
C 0.2063 3.5475 -1.1844 -0.0404 -0.0480 -0.0079
Te 1.6116 1.9401 -1.1026 0.1040 0.0159 -0.1240
C 0.7227 1.2533 -2.9228 -0.0155 0.0095 0.0383
C -0.0946 2.4207 -3.4211 0.0351 0.0355 0.0087
C -0.6071 2.4059 -4.7157 -0.0319 -0.0123 -0.0002
C -1.3685 3.4667 -5.1746 0.0008 -0.0068 -0.0067
C -1.6163 4.5551 -4.3469 -0.0019 0.0087 0.0071
C -1.1016 4.5802 -3.0624 -0.0322 -0.0061 0.0005
C -0.3425 3.5116 -2.5917 0.0343 0.0094 -0.0238
H 0.7607 4.4600 -0.9739 0.0189 -0.0049 -0.0140
H -0.5699 3.4461 -0.4271 0.0074 0.0022 0.0242
H 0.1177 0.3745 -2.7101 0.0333 -0.0213 -0.0289
H 1.5192 0.9757 -3.6100 0.0155 0.0266 0.0045
H -0.4029 1.5651 -5.3672 0.0016 -0.0019 0.0000
H -1.7582 3.4526 -6.1833 0.0012 -0.0013 -0.0010
H -2.1989 5.3909 -4.7092 -0.0013 -0.0001 0.0017
H -1.2820 5.4363 -2.4240 -0.0019 -0.0007 0.0021


(3)
76
Properties=species:S:1:pos:R:3:forces:R:3 method="wB97M-V/def2-TZVPD" molar_mass_g_mol=811.59 e_above_lowest_ev=0.177 orbital_gap_ha="0.182 / 0.178" homo_energy_ev="-6.701 / -6.609" s2=0.796 fmax_ev_per_a=3.80 multiplicity=2 e_lumo_ev="-1.75 / -1.76"
Ru 0.7739 0.8425 -0.5909 -0.9680 0.7469 1.6709
Br -8.9010 -2.9490 2.5963 0.3773 0.1048 0.1461
C -7.1816 -2.4747 3.2721 -0.2846 -0.1637 -0.0920
C -6.3823 -3.4556 3.8547 -0.2591 -0.0951 -0.1052
C -5.1480 -3.1175 4.3433 0.3003 0.4106 0.0676
C -4.6699 -1.7806 4.2526 -1.3686 -0.3320 -0.3249
C -5.5153 -0.8015 3.6613 0.3976 -0.2379 0.1743
C -6.7512 -1.1582 3.1802 -0.2589 0.0634 -0.1329
N -3.4432 -1.5427 4.7186 1.1888 0.3704 0.1754
N -2.9971 -0.3075 4.6666 0.3701 0.4664 -0.5723
C -2.1741 0.1558 3.7586 -1.2490 -1.9025 1.1972
C -1.8112 1.5028 3.8738 0.7764 2.5966 -0.0895
C -1.1252 2.1726 2.9064 -1.5116 1.0514 3.2099
C -0.6893 1.5213 1.7782 1.7559 1.8333 -2.6380
O -0.0449 2.1434 0.8784 -0.1832 -0.5853 0.5478
C -0.9568 0.1778 1.6423 -0.3034 -3.7355 -0.5987
N -0.4721 -0.3844 0.4929 -0.0518 0.4069 0.4086
C -0.6172 -1.7171 0.3543 0.2354 0.3084 -0.7471
C -1.2227 -2.5068 1.2952 -0.1944 -0.0476 0.3829
C -1.7703 -1.9461 2.4512 0.1966 0.1132 -0.3850
C -1.6583 -0.5771 2.6380 0.7753 -0.3916 -1.6292
H -6.7410 -4.4733 3.9200 0.0043 -0.0007 0.0021
H -4.5110 -3.8595 4.8049 0.0279 -0.0005 0.0160
H -5.1868 0.2254 3.5963 0.0458 0.0233 0.0207
H -7.3944 -0.4148 2.7296 -0.0031 -0.0015 0.0062
H -2.1485 1.9826 4.7827 0.0628 0.2190 -0.0493
H -0.8671 3.2178 2.9937 -0.0816 0.0675 0.1489
H -0.2236 -2.1342 -0.5720 -0.0657 0.1993 0.2567
H -1.2763 -3.5721 1.1218 -0.0163 -0.0189 0.0227
H -2.2497 -2.5677 3.1870 -0.0479 -0.0487 0.0307
N 5.3335 0.6317 0.4537 0.3110 -0.5174 -0.1889
C 4.4015 1.7529 0.2169 -0.7170 0.7843 -0.0531
C 5.1433 3.0547 0.4637 -0.0952 0.0103 0.2383
P 3.1054 1.4383 1.5267 -0.4933 0.6712 -0.8662
O 2.3643 2.8706 1.5537 -0.0917 -0.3296 -0.4099
O 3.8368 1.2572 2.7986 0.6388 -0.4853 0.3494
O 2.1561 0.3655 1.0443 0.2008 -0.0506 -0.2595
P 3.7763 1.7582 -1.6242 2.5378 -0.5038 0.2191
O 5.0369 -0.4795 -2.0821 1.1670 -0.4102 -0.9162
O 2.3276 2.0446 -1.4995 -2.6839 0.1368 0.2255
O 3.8314 0.0181 -1.5898 -1.5374 0.1114 0.5520
H 5.3526 0.5018 1.4696 0.2294 -0.2318 0.3149
H 6.2677 0.8109 0.0821 -0.0874 -0.1023 0.0223
H 4.9290 -0.1900 -0.0242 0.1666 0.0044 0.2348
H 5.4308 3.1641 1.5138 0.0630 0.0557 -0.0585
H 4.5010 3.8902 0.1908 -0.0138 0.0361 0.0259
H 6.0309 3.1081 -0.1718 0.0705 0.0322 -0.0054
H 2.6440 3.3159 2.3472 0.1630 0.3984 0.5681
H 4.7729 -0.7682 -2.9738 0.2336 0.0361 0.1398
C -0.9428 3.8012 -1.7663 -0.0277 0.1011 0.3245
C -0.9803 2.5665 -2.5951 -0.2872 -0.0139 -0.4610
C -1.5493 2.5257 -3.8655 0.0313 0.3021 0.3075
C -1.4414 1.3680 -4.6227 0.0668 -0.2562 -0.0404
C -0.7514 0.2724 -4.1474 -0.1420 0.2269 -0.1364
C -0.1889 0.3727 -2.8674 -0.0111 -0.3320 -0.4252
N -0.3914 1.4788 -2.1179 0.1650 -0.3236 0.1469
N 0.6009 -0.4663 -2.1825 1.0065 -1.1663 -1.0071
Si 1.5761 -1.6885 -2.9703 -0.1858 -0.1207 -0.0076
C 0.5009 -2.9405 -3.9604 0.3628 0.4571 0.2624
C 2.8178 -0.9373 -4.2463 -0.4611 -0.1406 0.4935
C 2.4056 -2.7235 -1.6087 -0.1051 0.3263 -0.4793
H -1.8658 4.3692 -1.8664 -0.0395 0.0382 0.0044
H -0.1195 4.4328 -2.1068 0.0240 -0.0049 0.0552
H -0.7646 3.5484 -0.7176 -0.0436 0.1299 -0.1966
H -2.0516 3.3994 -4.2542 -0.0126 0.0403 0.0094
H -1.8858 1.3315 -5.6088 -0.0214 -0.0008 -0.0416
H -0.6301 -0.6199 -4.7365 0.0080 -0.0709 -0.0565
H 0.1745 -2.5660 -4.9289 0.0111 0.0445 -0.0740
H -0.3897 -3.2265 -3.4020 -0.0709 0.0004 0.1139
H 1.0758 -3.8476 -4.1455 0.1018 -0.0936 0.0004
H 2.3422 -0.7789 -5.2125 -0.1109 -0.0791 -0.0805
H 3.6497 -1.6236 -4.4156 0.0991 -0.1035 -0.0792
H 3.1966 0.0384 -3.9319 -0.0661 -0.0870 0.0208
H 1.7424 -3.5159 -1.2654 -0.1375 -0.0803 -0.0158
H 2.6767 -2.1122 -0.7549 0.0389 0.1752 0.1344
H 3.3080 -3.2053 -1.9867 0.0782 -0.0345 -0.0255


no.,electronic energy (Eh)
1,-1677.7596
2,-6136.3752
3,-5506.3548